ORCA calculation (wB97M-V/def2-TZVPD) on a 2-piece molecular cluster, C6H10N3 overall in a non-equilibrium geometry.

Last column: Mulliken charge in e.
CARTESIAN COORDINATES (ANGSTROEM)
C1 -0.400 -1.579 -0.788  -0.582
C2 -0.256 -0.573 -1.713  -0.244
C3 -0.995 0.448 0.075  -0.740
C4 -0.570 -1.442 1.680  0.222
C5 -0.805 -0.901 0.465  0.359
C6 -0.574 1.776 -2.003  -1.047
N1 -0.629 0.601 -1.208  0.199
N2 -0.365 -2.074 2.630  -0.143
N3 1.844 0.230 1.926  -0.626
H1 0.002 -2.574 -0.987  0.416
H2 -0.206 -0.563 -2.733  0.441
H3 -1.520 1.197 0.566  0.521
H4 -0.057 1.672 -2.878  0.381
H5 -1.552 2.098 -2.190  0.393
H6 -0.155 2.542 -1.453  0.424
H7 0.290 -2.479 3.334  0.355
H8 1.589 1.062 2.444  0.235
H9 1.496 0.191 1.048  0.171
H10 2.864 0.367 1.786  0.266

Computed properties:
F_max	0.0869	hartree/bohr
multiplicity	1
gap between HOMO and LUMO	9.1	eV
charge	+1
energy relative to the best compared isomer or geometry (same formula, charge and spin)	2.434	eV
energy	-10845.829	eV
HOMO	-13.44	eV

ORCA calculation (wB97M-V/def2-TZVPD) on a 3-piece molecular cluster, C28H31FN2O9 overall in a non-equilibrium geometry.

Last column: Mulliken charge in e.
CARTESIAN COORDINATES (ANGSTROEM)
C1 2.919 -1.159 3.229  -0.749
C2 3.476 0.110 2.408  0.154
F1 3.634 1.301 3.241  -0.371
C3 2.571 0.396 1.108  0.238
C4 3.026 -0.137 -0.304  0.731
C5 4.339 -1.008 -0.557  -0.932
C6 3.823 -2.476 -1.045  -0.543
C7 3.065 -3.263 0.144  0.378
N1 1.627 -3.533 0.173  -0.525
O1 3.748 -3.707 1.122  -0.574
C8 2.157 0.174 -1.580  -0.733
C9 0.853 0.989 -1.477  0.080
C10 0.397 1.500 -0.084  0.445
C11 1.225 1.203 1.218  -0.031
C12 0.614 1.761 2.580  -0.806
C13 -0.777 0.952 2.820  0.430
C14 -2.029 1.580 3.493  -0.474
C15 -3.309 0.715 3.678  -0.486
C16 -3.441 -0.763 3.195  -0.417
C17 -2.209 -1.381 2.493  -0.538
C18 -0.898 -0.530 2.329  0.293
C19 -0.953 2.316 -0.276  0.098
O2 -1.718 2.848 0.565  -0.540
N2 -1.080 2.338 -1.753  -0.153
C20 -0.227 1.432 -2.556  0.086
O3 -0.407 1.119 -3.750  -0.581
H1 2.865 -1.003 4.357  0.344
H2 1.902 -1.485 2.793  -0.014
H3 3.660 -2.031 3.063  0.269
H4 4.554 -0.165 2.098  0.282
H5 4.959 -0.550 -1.399  0.400
H6 4.972 -1.204 0.369  0.222
H7 4.712 -3.145 -1.345  0.423
H8 3.106 -2.390 -1.928  0.316
H9 1.124 -3.024 -0.581  0.330
H10 1.221 -3.217 1.073  0.279
H11 2.513 -0.216 -2.599  0.433
H12 0.343 2.874 2.462  0.402
H13 1.243 1.563 3.508  0.373
H14 -2.030 2.655 3.867  0.312
H15 -4.213 1.186 4.200  0.277
H16 -4.372 -1.406 3.334  0.404
H17 -2.289 -2.467 2.122  0.351
H18 -0.032 -1.087 1.812  -0.179
H19 -2.093 2.261 -1.973  0.291
C21 2.732 5.217 -4.634  -1.545
C22 2.745 3.848 -3.989  0.850
C23 3.280 3.849 -2.587  -0.537
O4 3.813 2.536 -2.461  -0.261
C24 4.152 2.131 -3.716  0.622
O5 4.808 1.156 -3.957  -0.555
O6 3.653 2.977 -4.659  -0.357
H20 2.255 5.166 -5.616  0.372
H21 2.187 5.939 -4.023  0.370
H22 3.749 5.584 -4.800  0.372
H23 1.746 3.399 -4.036  0.041
H24 2.498 4.021 -1.845  0.283
H25 4.088 4.570 -2.426  0.348
C25 -6.910 -2.721 -1.335  -1.433
C26 -6.715 -3.477 -0.039  0.464
C27 -6.999 -2.657 1.185  -0.482
O7 -6.158 -3.260 2.161  -0.301
C28 -5.113 -3.816 1.486  0.661
O8 -4.118 -4.234 2.005  -0.552
O9 -5.346 -3.831 0.144  -0.325
H26 -6.772 -3.391 -2.187  0.350
H27 -7.911 -2.287 -1.395  0.369
H28 -6.168 -1.925 -1.442  0.354
H29 -7.306 -4.400 -0.048  0.246
H30 -8.046 -2.715 1.489  0.328
H31 -6.715 -1.605 1.082  0.320

Computed properties:
F_max	0.0967	hartree/bohr
multiplicity	1
gap between HOMO and LUMO	7.3	eV
SMILES	C[C@H](F)c1c(CCC(N)=O)cc2c(c1Cc1ccccc1)C(=O)NC2=O.C[C@@H]1COC(=O)O1.C[C@@H]1COC(=O)O1
energy	-53656.536	eV
HOMO	-8.53	eV